Record 1
{"formula": "C39H40AuBrO4Sb2Se2", "method": "wB97M-V/def2-TZVPD", "symbols": ["Au", "O", "C", "C", "C", "O", "C", "Se", "C", "Se", "H", "H", "H", "H", "H", "H", "H", "H", "H", "H", "C", "C", "C", "Sb", "C", "C", "C", "C", "C", "C", "C", "C", "C", "C", "C", "C", "Sb", "C", "C", "C", "C", "C", "C", "C", "C", "C", "C", "C", "C", "H", "H", "H", "H", "H", "H", "H", "H", "H", "H", "H", "H", "H", "H", "H", "H", "H", "H", "H", "H", "H", "H", "H", "H", "H", "H", "Br", "C", "C", "C", "C", "C", "C", "C", "O", "O", "H", "H", "H", "H"], "xyz": [[0.9072, 1.7735, 0.8332], [2.3515, -1.4812, 5.0297], [3.0224, -0.8890, 3.9232], [2.9722, 0.6321, 4.0538], [3.7470, 1.0052, 5.3339], [3.7229, 2.3910, 5.6389], [1.5458, 1.1433, 4.1950], [0.2787, 0.5673, 2.8391], [3.6535, 1.3063, 2.8616], [3.0145, 0.7716, 1.0957], [1.8084, -2.2058, 4.7103], [2.5675, -1.1946, 2.9807], [4.0715, -1.2108, 3.9117], [4.7770, 0.6400, 5.2463], [3.2854, 0.4981, 6.1796], [4.3338, 2.8552, 5.0598], [1.5253, 2.2269, 4.2711], [1.1020, 0.7348, 5.1068], [4.7136, 1.0378, 2.8324], [3.5763, 2.3890, 2.9360], [-2.7491, -1.5713, -1.2658], [-2.1014, -1.5833, -2.6513], [-1.5240, -0.2391, -3.0666], [0.1204, 0.5869, -1.9590], [0.0321, 2.4315, -3.0495], [-1.0928, 3.2449, -2.9060], [-1.1820, 4.4549, -3.5803], [-0.1453, 4.8710, -4.4035], [0.9765, 4.0697, -4.5535], [1.0647, 2.8562, -3.8815], [1.7424, -0.2856, -3.0592], [1.5800, -1.3046, -3.9949], [2.6808, -1.8731, -4.6244], [3.9605, -1.4268, -4.3289], [4.1384, -0.4138, -3.3962], [3.0363, 0.1426, -2.7614], [-1.4956, -1.7559, 0.4946], [0.1353, -2.8749, -0.3549], [1.4339, -2.4594, -0.0690], [2.5345, -3.1696, -0.5373], [2.3449, -4.3073, -1.3050], [1.0548, -4.7369, -1.5950], [-0.0389, -4.0281, -1.1199], [-2.4365, -3.5229, 1.2950], [-2.1810, -3.8050, 2.6371], [-2.6750, -4.9565, 3.2358], [-3.4439, -5.8447, 2.4983], [-3.7166, -5.5735, 1.1654], [-3.2160, -4.4219, 0.5708], [-3.4908, -2.3655, -1.1901], [-3.2786, -0.6280, -1.1200], [-2.8736, -1.8432, -3.3854], [-1.3430, -2.3652, -2.7268], [-2.2870, 0.5396, -2.9994], [-1.1657, -0.2514, -4.0980], [-1.9118, 2.9349, -2.2687], [-2.0629, 5.0732, -3.4600], [-0.2133, 5.8152, -4.9286], [1.7866, 4.3851, -5.1994], [1.9433, 2.2380, -4.0200], [0.5898, -1.6725, -4.2396], [2.5369, -2.6675, -5.3462], [4.8172, -1.8689, -4.8213], [5.1346, -0.0608, -3.1598], [3.1936, 0.9300, -2.0296], [1.5939, -1.5672, 0.5294], [3.5352, -2.8255, -0.3075], [3.1973, -4.8597, -1.6790], [0.9021, -5.6305, -2.1878], [-1.0373, -4.3942, -1.3334], [-1.5884, -3.1151, 3.2291], [-2.4626, -5.1582, 4.2783], [-3.8328, -6.7427, 2.9612], [-4.3192, -6.2611, 0.5849], [-3.4408, -4.2399, -0.4731], [-6.0445, 6.9132, 2.3224], [-4.7810, 5.6198, 1.7581], [-5.2308, 4.4064, 1.2620], [-4.3008, 3.4663, 0.8496], [-2.9399, 3.7348, 0.9368], [-2.5096, 4.9568, 1.4395], [-3.4294, 5.9087, 1.8513], [-1.9579, 2.6918, 0.4875], [-2.3644, 1.6416, -0.0038], [-0.7172, 3.0368, 0.6139], [-6.2906, 4.2033, 1.2004], [-4.6184, 2.5099, 0.4563], [-1.4490, 5.1551, 1.5034], [-3.1032, 6.8627, 2.2409]], "atomic_forces_ev_per_a": [[-0.4, -0.1, -0.5], [0.0, 0.0, 0.0], [0.0, 0.0, 0.0], [0.1, 0.0, 0.0], [0.0, 0.0, 0.0], [0.0, 0.0, 0.0], [-0.1, 0.1, 0.0], [0.1, 0.0, 0.3], [0.0, 0.0, 0.0], [0.1, -0.1, -0.1], [0.0, 0.0, 0.0], [0.0, 0.0, 0.0], [0.0, 0.0, 0.0], [0.0, 0.0, 0.0], [0.0, 0.0, 0.0], [0.0, 0.0, 0.0], [0.0, 0.0, 0.0], [0.0, 0.0, 0.0], [0.0, 0.0, 0.0], [0.0, 0.0, 0.0], [0.0, 0.0, -0.1], [0.0, 0.0, 0.0], [-0.1, 0.0, 0.0], [0.4, 0.3, -0.1], [0.0, 0.0, 0.0], [0.1, 0.0, 0.0], [0.0, 0.0, 0.0], [0.0, 0.0, 0.0], [0.0, 0.0, 0.0], [0.0, 0.0, 0.0], [0.0, -0.1, 0.1], [-0.1, 0.0, 0.1], [0.0, 0.0, 0.0], [0.0, 0.0, 0.0], [0.0, 0.0, 0.0], [0.0, 0.0, 0.0], [-0.1, -0.1, 0.0], [0.0, 0.0, -0.1], [0.0, 0.0, 0.0], [0.0, 0.1, 0.0], [0.0, 0.0, 0.0], [0.0, 0.0, 0.0], [0.0, 0.0, 0.0], [0.0, 0.0, 0.0], [0.0, 0.0, 0.0], [0.0, 0.0, 0.0], [0.0, 0.0, 0.0], [0.0, 0.0, 0.0], [0.0, 0.0, 0.0], [0.0, 0.0, 0.0], [0.0, 0.0, 0.0], [0.0, 0.0, 0.0], [0.0, 0.0, 0.0], [0.0, 0.0, 0.0], [0.0, 0.0, 0.0], [0.0, 0.0, 0.1], [0.0, 0.0, 0.0], [0.0, 0.0, 0.0], [0.0, 0.0, 0.0], [0.0, 0.0, 0.0], [0.0, 0.0, 0.0], [0.0, 0.0, 0.0], [0.0, 0.0, 0.0], [0.0, 0.0, 0.0], [0.0, 0.0, 0.0], [0.0, -0.1, 0.0], [0.0, 0.0, 0.0], [0.0, 0.0, 0.0], [0.0, 0.0, 0.0], [0.0, 0.0, 0.0], [0.0, 0.0, 0.0], [0.0, 0.0, 0.0], [0.0, 0.0, 0.0], [0.0, 0.0, 0.0], [0.0, 0.0, 0.0], [0.0, 0.0, 0.0], [0.0, 0.0, 0.0], [0.0, 0.0, 0.0], [0.0, 0.0, 0.0], [0.0, 0.1, 0.0], [0.0, 0.0, 0.0], [0.0, 0.0, 0.0], [0.0, -0.1, -0.4], [0.2, -0.1, 0.1], [0.0, 0.1, 0.3], [0.0, 0.0, 0.0], [0.0, 0.0, 0.0], [0.0, 0.0, 0.0], [0.0, 0.0, 0.0]], "mulliken_charge": [0.24, -0.56, -0.72, 2.19, -1.36, -0.54, -1.43, -0.03, -1.42, -0.19, 0.35, 0.08, 0.44, 0.48, 0.46, 0.34, 0.46, 0.49, 0.49, 0.47, -0.98, -0.39, -1.42, 0.14, 0.83, -0.40, -0.80, -0.48, -0.68, -0.41, 0.56, -0.36, -0.68, -0.53, -0.82, -0.42, 0.51, 0.25, 0.12, -0.35, -0.53, -0.81, -0.35, 0.53, -0.79, -0.56, -0.41, -0.81, -0.06, 0.52, 0.41, 0.50, 0.02, 0.63, 0.75, 0.39, 0.43, 0.37, 0.40, 0.33, 0.16, 0.41, 0.40, 0.43, 0.59, -0.14, 0.46, 0.40, 0.40, 0.32, 0.37, 0.39, 0.37, 0.37, 0.25, -0.20, 0.16, -0.57, -0.24, 0.24, -0.24, -0.60, 0.86, -0.14, -0.93, 0.42, 0.42, 0.38, 0.43], "e_above_lowest_kcal_mol": 0.00, "orbital_gap_ha": 0.2139}

---

Record 2
{"formula": "C11H17BrSi", "method": "wB97M-V/def2-TZVPD", "symbols": ["C", "C", "C", "C", "Si", "C", "Br", "C", "C", "C", "C", "C", "C", "H", "H", "H", "H", "H", "H", "H", "H", "H", "H", "H", "H", "H", "H", "H", "H", "H"], "xyz": [[-0.6145, 0.5220, -1.8811], [-1.1669, 0.7627, -0.4743], [-2.6718, 1.0315, -0.5829], [-0.4758, 1.9876, 0.1257], [-0.8371, -0.7750, 0.6291], [-1.2937, -0.6674, 2.4636], [-2.0340, -2.4774, -0.2579], [1.2845, -1.4584, 0.2233], [2.1740, -1.2829, 1.2714], [3.5116, -1.6050, 1.1104], [3.9521, -2.1025, -0.1034], [3.0570, -2.2873, -1.1445], [1.7168, -1.9671, -0.9851], [0.4668, 0.3990, -1.8600], [-1.0544, -0.3686, -2.3272], [-0.8476, 1.3683, -2.5265], [-3.1242, 1.1870, 0.3959], [-3.1815, 0.2010, -1.0684], [-2.8466, 1.9258, -1.1796], [-0.8935, 2.2404, 1.0983], [0.5925, 1.8132, 0.2428], [-0.6072, 2.8497, -0.5276], [-1.6341, 0.3274, 2.7371], [-2.0863, -1.3725, 2.7019], [-0.4442, -0.9106, 3.0918], [1.8307, -0.8931, 2.2206], [4.2028, -1.4648, 1.9298], [4.9961, -2.3471, -0.2375], [3.4080, -2.6795, -2.0878], [1.0263, -2.1198, -1.8015]], "atomic_forces_ev_per_a": [[0.1, -0.2, 0.2], [-0.1, -0.1, 0.1], [0.1, -0.2, 0.1], [0.0, -0.2, 0.2], [2.5, -1.0, -1.2], [0.2, 0.1, -0.5], [0.1, 0.2, 0.1], [-3.3, 1.3, 1.3], [0.0, 0.0, 0.0], [0.1, 0.0, 0.1], [0.1, 0.0, 0.0], [0.0, 0.0, -0.1], [0.0, -0.1, -0.1], [0.1, 0.0, -0.1], [0.0, -0.1, -0.1], [-0.1, 0.1, 0.0], [-0.1, 0.0, 0.1], [-0.1, 0.0, 0.0], [0.0, 0.1, -0.1], [0.0, 0.1, 0.2], [0.2, 0.1, 0.0], [0.0, 0.1, -0.1], [0.0, 0.2, 0.0], [-0.1, -0.1, -0.1], [0.2, 0.0, 0.1], [0.0, 0.0, 0.1], [0.1, 0.0, 0.0], [0.1, 0.0, 0.0], [0.0, 0.0, -0.1], [-0.1, 0.0, -0.1]], "mulliken_charge": [-1.88, 1.69, -1.84, -1.79, 0.72, -1.18, -0.36, 0.40, -0.51, -0.56, -0.45, -0.57, -0.21, 0.44, 0.35, 0.46, 0.39, 0.40, 0.46, 0.40, 0.41, 0.46, 0.35, 0.36, 0.35, 0.19, 0.37, 0.37, 0.37, 0.39], "smiles": "CC(C)(C)[Si@@](C)(Br)c1ccccc1", "e_above_lowest_kcal_mol": 0.00, "orbital_gap_ha": 0.3647}

---

Record 3
{"formula": "CH10N2O3", "method": "wB97M-V/def2-TZVPD", "symbols": ["H", "N", "C", "N", "H", "H", "H", "O", "H", "H", "O", "H", "H", "O", "H", "H"], "xyz": [[0.8191, -3.2516, -0.1591], [0.3078, -2.4167, 0.0895], [-0.4595, -2.4127, 1.0945], [-1.0730, -1.2532, 1.4675], [-0.5282, -3.1671, 1.8684], [-1.7309, -1.2618, 2.2285], [-1.0346, -0.3909, 0.9435], [0.5190, 2.5732, -1.3965], [1.3785, 2.8855, -1.6754], [0.2215, 1.7158, -1.7196], [0.6319, -0.2378, -2.0241], [0.7940, -1.0873, -1.5612], [1.3743, 0.0732, -2.5151], [-0.3229, 2.6503, 1.3058], [0.0013, 3.1513, 0.5414], [0.4453, 2.1627, 1.5693]], "atomic_forces_ev_per_a": [[-0.3, -0.3, 0.6], [0.3, 0.1, -1.3], [0.8, 1.4, 0.4], [-0.7, -0.1, 0.5], [-0.3, -0.6, -0.1], [0.1, -0.1, -0.1], [0.2, -0.3, -0.3], [-0.7, 1.1, 0.7], [0.0, -0.7, -0.5], [0.7, -0.2, -0.1], [-1.2, -0.3, 0.5], [0.0, 0.6, 0.0], [1.0, -0.3, -0.3], [-0.5, 0.6, -0.1], [-0.3, -0.3, -0.1], [0.6, -0.5, 0.3]], "mulliken_charge": [0.16, -0.55, 0.03, -0.36, 0.29, 0.19, 0.20, -0.63, 0.28, 0.38, -0.68, 0.40, 0.31, -0.64, 0.32, 0.31], "smiles": "[H]/N=C/N.O.O.O", "e_above_lowest_kcal_mol": 16.69, "orbital_gap_ha": 0.3775}

---

Record 4
{"formula": "C3H6O", "method": "wB97M-V/def2-TZVPD", "symbols": ["C", "C", "O", "C", "H", "H", "H", "H", "H", "H"], "xyz": [[0.9056, 0.6620, -0.6972], [-0.3123, -0.0806, -0.6695], [-0.6543, -1.0440, -1.4147], [-0.3798, -0.4733, 0.9448], [1.7195, 0.4214, -1.3819], [-1.0495, 0.7886, -0.5415], [1.0397, 1.5023, -0.0211], [-1.3781, -0.9015, 1.0241], [0.3672, -1.2443, 1.1292], [-0.2580, 0.3694, 1.6278]], "atomic_forces_ev_per_a": [[0.8, 0.1, -0.5], [0.0, 1.0, 1.0], [-0.1, -0.3, -0.3], [-0.4, -0.4, 0.1], [-0.1, 0.0, 0.1], [-0.2, -0.4, -0.1], [-0.1, -0.2, -0.1], [0.1, 0.0, 0.1], [-0.1, 0.1, -0.1], [0.0, -0.1, -0.2]], "mulliken_charge": [-0.70, 0.49, -0.60, -0.98, 0.29, 0.20, 0.32, 0.28, 0.30, 0.40], "e_above_lowest_kcal_mol": 97.42, "orbital_gap_ha": [0.3230, 0.2600]}

---

Record 5
{"formula": "C4H6O2", "method": "wB97M-V/def2-TZVPD", "symbols": ["C", "C", "C", "O", "H", "H", "C", "O", "H", "H", "H", "H"], "xyz": [[1.6683, 1.1873, -0.2763], [1.7243, -0.1197, -0.1242], [2.0596, -1.3326, -0.3684], [2.3161, -2.4600, -0.5492], [0.7381, 1.6987, -0.0677], [2.4948, 1.7845, -0.6444], [-1.9787, -0.3362, 0.0534], [-1.3109, 0.7317, 0.6793], [-1.6858, -0.3368, -0.9953], [-1.6934, -1.2831, 0.5239], [-3.0672, -0.2271, 0.1039], [-1.2652, 0.6935, 1.6650]], "atomic_forces_ev_per_a": [[-0.3, -0.2, 0.0], [0.0, -0.1, -0.5], [0.5, 0.0, 0.3], [-0.2, 0.1, 0.0], [0.0, 0.2, 0.2], [0.2, -0.1, 0.0], [-0.2, -0.4, 0.6], [0.5, 1.0, 1.1], [0.1, 0.0, 0.1], [-0.1, -0.1, -0.3], [0.0, 0.0, 0.0], [-0.4, -0.4, -1.4]], "mulliken_charge": [-0.59, -0.17, 0.70, -0.44, 0.24, 0.25, -0.53, -0.49, 0.22, 0.27, 0.25, 0.29], "smiles": "C=C=C=O.CO", "e_above_lowest_kcal_mol": 78.56, "orbital_gap_ha": 0.3035}

---

Record 6
{"formula": "C3H7O", "method": "wB97M-V/def2-TZVPD", "symbols": ["C", "O", "C", "C", "H", "H", "H", "H", "H", "H", "H"], "xyz": [[0.8194, 1.5357, 0.4141], [0.3292, 1.1555, -0.6409], [0.1984, 1.4113, 1.6845], [-0.5350, -1.8742, -1.2913], [1.8534, 1.9280, 0.4204], [-0.8584, 1.1743, 1.6001], [0.5414, 1.8883, 2.5894], [-0.2035, -0.8480, -1.0910], [-1.5387, -1.7003, -1.6932], [-0.9629, -2.2990, -0.3717], [0.3568, -2.3716, -1.6202]], "atomic_forces_ev_per_a": [[1.4, -0.2, 0.2], [-0.3, 0.3, 0.1], [-1.4, 0.6, -0.5], [-1.3, 1.7, 2.1], [-0.1, 0.1, -0.1], [0.1, -0.4, 0.4], [0.4, -0.2, 0.0], [-0.1, -0.3, 0.3], [0.7, -0.6, -1.9], [1.1, -0.1, 0.4], [-0.5, -0.9, -1.0]], "mulliken_spin": [-0.01, 0.30, 0.63, 0.00, 0.00, 0.03, 0.03, 0.00, 0.00, 0.00, 0.00], "s2": 0.77, "multiplicity": 2, "e_above_lowest_kcal_mol": 17.19, "orbital_gap_ha": [0.4115, 0.3078]}

---

Q: Which formula does entry 6 have?
A: C3H7O